{"formula": "C4H10N3", "method": "wB97M-V/def2-TZVPD", "symbols": ["N", "N", "N", "C", "C", "C", "C", "H", "H", "H", "H", "H", "H", "H", "H", "H", "H"], "positions_angstrom": [[1.35868, -0.15139, 3.85808], [-1.35434, 0.63779, 0.27204], [-0.90405, -0.26101, -2.19677], [0.60621, 0.18712, 1.50455], [-0.71785, 0.49258, 1.41990], [1.60063, -0.17657, 0.45363], [1.04149, 0.13888, 2.78297], [-1.18954, 0.58495, 2.35535], [-2.30837, 0.74546, 0.20834], [2.66506, -0.02647, 0.76877], [1.57853, 0.64103, -0.18474], [0.07515, -0.29584, -2.42369], [-1.24819, -1.14961, -2.34194], [-1.42472, 0.35926, -2.87834], [1.40239, -1.16426, 0.13586], [-0.95078, 0.26322, -0.74651], [1.21863, -0.84992, 4.61512]], "forces_ev_per_a": [[0.3, -0.1, 2.5], [3.2, -1.3, -0.7], [-0.1, 2.9, -0.7], [1.8, 0.2, 1.0], [-0.9, 0.4, -2.3], [1.2, 1.0, 1.7], [-0.6, -1.7, -0.2], [-1.2, 0.5, 0.8], [-2.5, 0.4, 0.5], [-0.9, -0.8, 0.4], [-0.5, 0.9, -2.5], [0.3, 0.2, -0.5], [-1.0, -2.5, -0.2], [1.1, -0.8, 1.0], [0.1, -0.8, -1.1], [-0.8, 0.7, 1.4], [0.4, 0.9, -1.1]], "lowdin_charge": [0.297, 0.149, 0.065, -0.271, -0.096, -0.018, -0.059, 0.132, 0.080, 0.119, 0.065, 0.061, 0.031, 0.114, 0.086, 0.080, 0.166], "e_above_lowest_ev": 2.095, "homo_lumo_gap_ev": 9.30, "total_charge": 1}